[1]
Here is C2H2CuFLiO2 as an isolated structure at a distorted geometry from the OMol25 dataset. Energies are from ωB97M-V with the def2-TZVPD basis set.

CARTESIAN COORDINATES (ANGSTROEM)
1 F 1.92828 -0.09845 -0.47245
2 O 0.15421 0.78582 0.35364
3 O -1.21401 0.55718 0.65465
4 C 0.89587 -0.30471 0.34457
5 C 0.88876 -1.35769 1.16667
6 H 0.44532 -1.17968 2.14201
7 H 1.64258 -2.13107 1.04356
8 Cu -2.20738 -0.00024 -1.17070
9 Li -2.85309 -1.34942 1.73744

Properties
Expectation value of S²   0.7566
Spin multiplicity   2
Energy above the lowest of the compared OMol25 structures with the same formula, charge and spin   110.5 kJ/mol
HOMO (spin up / spin down)   -5.8 / -8.1 eV
HOMO-LUMO gap (spin up / spin down)   0.16704 / 0.25019 Ha

[2]
Here is a 4-piece molecular cluster, C2H12N2O3 overall at a distorted geometry from the OMol25 dataset. Energies are from ωB97M-V with the def2-TZVPD basis set.

CARTESIAN COORDINATES (ANGSTROEM)
1 H -1.50952 0.69320 -2.34420
2 N -1.09954 1.57250 -1.84050
3 C -1.23669 1.29723 -0.58731
4 N -0.67530 2.00022 0.44305
5 C -1.32377 2.16881 1.73207
6 H -1.62407 0.29572 -0.29858
7 H -0.04406 2.65990 -0.02855
8 H -0.77173 2.29446 2.71380
9 H -2.13481 3.03288 1.73339
10 H -1.89078 1.19682 1.91168
11 O 2.84044 -0.65765 -0.64410
12 H 2.14431 -1.24991 -0.19952
13 H 3.27418 -1.09520 -1.29227
14 O 0.91387 -4.07858 -1.55865
15 H 1.40522 -3.20514 -1.33357
16 H 0.48963 -3.98286 -2.42926
17 O 0.72664 -1.01016 1.13773
18 H 0.42130 -1.66653 1.73052
19 H 0.09467 -0.26573 1.15425

Properties
Energy above the lowest of the compared OMol25 structures with the same formula, charge and spin   184.6 kJ/mol
HOMO   -9.4 eV
HOMO-LUMO gap   0.35924 Ha
SMILES string   [H]/N=C/NC.O.O.O

[3]
Here is the molecule C4H8N2O at a distorted geometry from the OMol25 dataset. Energies are from ωB97M-V with the def2-TZVPD basis set.

CARTESIAN COORDINATES (ANGSTROEM)
1 H 0.88225 -0.29088 2.66581
2 N -0.04573 -0.53063 2.26385
3 C 0.22038 -0.10704 1.10305
4 N 1.36422 0.62111 0.63454
5 C 0.76117 0.78952 -0.68025
6 C -0.22223 -0.36034 -0.33991
7 C -1.65344 -0.15778 -0.72177
8 O 0.14476 -1.65077 -0.77536
9 H 1.79768 1.45231 1.02908
10 H 0.23075 1.74742 -0.74365
11 H 1.45096 0.69741 -1.51759
12 H -2.25830 -0.93583 -0.25221
13 H -1.72228 -0.23139 -1.81081
14 H -1.98565 0.82761 -0.38754
15 H 1.03546 -1.87073 -0.46724

Properties
Energy above the lowest of the compared OMol25 structures with the same formula, charge and spin   230.7 kJ/mol
HOMO   -9.3 eV
HOMO-LUMO gap   0.37398 Ha
SMILES string   [H]/N=C1\NC[C@@]1(C)O

[4]
Here is a 2-piece molecular cluster, C13H12BrN2O4 overall at a distorted geometry from the OMol25 dataset. Energies are from ωB97M-V with the def2-TZVPD basis set.

CARTESIAN COORDINATES (ANGSTROEM)
1 C -3.75781 2.66198 -0.03988
2 C -2.41411 2.89629 -0.67060
3 O -1.41699 2.17674 0.06845
4 C -0.15229 2.45513 -0.37764
5 C 0.85000 1.81506 0.40848
6 C 2.15588 2.19648 0.24391
7 N 3.30448 2.44516 0.22261
8 O 0.05722 3.18558 -1.34655
9 H -4.52187 3.11350 -0.67665
10 H -3.95585 1.59151 0.05452
11 H -3.80760 3.14168 0.94293
12 H -2.41098 2.53030 -1.70521
13 H -2.16160 3.96383 -0.65209
14 H 0.55783 1.17173 1.22806
15 Br 4.84187 -4.20947 1.77020
16 C 3.29000 -3.29926 1.20506
17 C 2.32789 -2.89826 2.14959
18 C 1.21909 -2.16789 1.73705
19 C 1.00916 -1.85743 0.36748
20 C -0.17735 -1.12868 -0.02825
21 C -0.66735 -1.04057 -1.30179
22 N -1.93539 -0.48477 -1.50436
23 O -2.39272 -0.22117 -2.64452
24 O -2.59755 -0.27110 -0.45098
25 C 1.96641 -2.30850 -0.57408
26 C 3.09837 -3.01508 -0.15945
27 H 2.47146 -3.13541 3.20070
28 H 0.47054 -1.83510 2.45719
29 H -0.76259 -0.67884 0.77787
30 H -0.12984 -1.38361 -2.18387
31 H 1.80196 -2.08526 -1.62933
32 H 3.83975 -3.32457 -0.88883

Properties
Total charge   -1
HOMO   -3.4 eV
HOMO-LUMO gap   0.17414 Ha